# 1
{
  "formula": "C31H53AsBN4P2S3Tl",
  "method": "wB97M-V/def2-TZVPD",
  "symbols": ["Tl", "C", "C", "C", "C", "P", "C", "N", "B", "N", "C", "P", "C", "C", "C", "C", "C", "C", "C", "C", "C", "C", "C", "C", "C", "C", "C", "C", "C", "C", "H", "H", "H", "H", "H", "H", "H", "H", "H", "H", "H", "H", "H", "H", "H", "H", "H", "H", "H", "H", "H", "H", "H", "H", "H", "H", "H", "H", "H", "H", "H", "H", "H", "H", "H", "H", "H", "H", "H", "H", "H", "H", "H", "H", "S", "C", "C", "N", "C", "S", "C", "N", "C", "As", "C", "C", "S", "H", "H", "H", "H", "H", "H", "H", "H", "H"],
  "xyz": [[-1.484, 0.562, 1.881], [-4.048, -3.002, 2.780], [-2.595, -3.372, 2.558], [-1.834, -2.963, 3.807], [-2.512, -4.841, 2.322], [-1.928, -2.297, 1.064], [-0.316, -3.280, 0.773], [0.857, -2.398, 0.534], [0.871, -0.993, 0.470], [2.283, -0.663, 0.281], [2.908, 0.631, 0.092], [2.164, 1.539, -1.366], [3.294, 1.100, -2.863], [3.317, 2.264, -3.811], [2.526, -0.063, -3.613], [4.730, 0.725, -2.433], [2.602, 3.341, -0.813], [1.885, 4.305, -1.856], [1.881, 3.580, 0.554], [4.071, 3.781, -0.581], [3.086, -1.857, 0.334], [4.455, -2.081, 0.199], [4.889, -3.397, 0.275], [4.041, -4.464, 0.615], [2.651, -4.260, 0.707], [2.202, -2.917, 0.541], [-2.701, -2.686, -0.763], [-1.591, -2.282, -1.791], [-3.889, -1.687, -0.852], [-3.193, -4.076, -1.035], [-4.462, -3.504, 3.690], [-4.024, -1.899, 2.967], [-4.691, -3.228, 1.873], [-2.246, -3.360, 4.750], [-0.781, -3.302, 3.799], [-1.709, -1.826, 3.823], [-2.783, -5.412, 3.222], [-3.227, -5.148, 1.530], [-1.492, -5.215, 2.072], [-0.160, -3.854, 1.727], [-0.455, -3.990, -0.061], [2.640, 1.260, 1.000], [3.966, 0.585, 0.069], [2.327, 2.495, -4.191], [3.768, 3.144, -3.428], [3.905, 1.985, -4.754], [1.661, 0.357, -4.146], [3.119, -0.447, -4.400], [2.194, -0.862, -3.008], [5.298, 1.603, -2.032], [4.793, -0.075, -1.721], [5.300, 0.318, -3.275], [0.859, 4.004, -2.011], [1.807, 5.301, -1.377], [2.406, 4.431, -2.798], [0.914, 3.046, 0.551], [2.464, 3.168, 1.420], [1.696, 4.661, 0.689], [4.658, 3.629, -1.517], [4.119, 4.843, -0.260], [4.570, 3.172, 0.169], [5.135, -1.253, -0.042], [5.875, -3.710, 0.053], [4.498, -5.392, 0.973], [1.960, -5.072, 0.877], [-1.136, -1.296, -1.531], [-0.787, -3.006, -1.884], [-2.091, -2.124, -2.784], [-3.530, -0.618, -0.807], [-4.377, -1.766, -1.862], [-4.649, -1.820, -0.098], [-2.395, -4.865, -1.069], [-4.121, -4.306, -0.437], [-3.603, -4.114, -2.069], [0.731, 0.787, 4.163], [-0.102, 1.870, 5.059], [0.668, 2.719, 5.900], [1.392, 3.443, 6.488], [-1.514, 1.861, 5.364], [-2.748, 1.357, 4.344], [-2.013, 2.279, 6.680], [-2.383, 2.376, 7.794], [-3.416, 2.515, -3.273], [-3.274, 3.223, -1.389], [-5.227, 3.471, -1.363], [-2.308, 4.866, -1.512], [-2.152, 1.475, -0.695], [-3.740, 3.311, -3.976], [-4.052, 1.676, -3.242], [-2.448, 2.104, -3.500], [-5.569, 3.657, -2.391], [-5.466, 4.377, -0.730], [-5.722, 2.564, -0.913], [-2.796, 5.396, -2.331], [-1.287, 4.514, -1.687], [-2.406, 5.368, -0.491]],
  "forces_ev_per_a": [[1.1, -0.1, 0.7], [-0.7, 1.0, -0.3], [-0.3, -0.1, -0.7], [1.7, 1.6, -0.2], [0.2, -1.7, -0.5], [0.9, -1.2, -1.0], [0.8, 0.4, 1.0], [0.7, -2.6, 0.5], [-0.8, 2.1, -0.3], [1.9, -1.7, -0.2], [-2.0, 0.8, 1.2], [0.3, 0.7, 0.3], [-0.4, -0.9, 0.9], [0.7, -0.9, -2.3], [0.1, 2.0, 0.1], [0.2, 0.5, -0.6], [-0.4, 0.8, -0.1], [0.7, 0.3, 1.6], [-0.1, -0.8, -0.1], [0.0, -0.3, -1.3], [-1.0, 1.7, 0.0], [-0.2, 0.3, -0.6], [-0.7, -0.8, 0.5], [-0.6, 0.5, 0.3], [0.5, 1.7, -0.2], [-1.7, -1.7, 0.0], [0.2, 1.2, 1.2], [-1.0, 1.2, 0.0], [0.8, 0.9, -1.5], [-0.9, -1.0, -0.8], [0.3, 0.3, -0.7], [-0.6, -0.7, -0.1], [0.6, 0.2, 1.1], [-0.3, 0.3, -0.4], [-0.3, -0.1, -0.2], [-0.5, -1.3, 0.5], [-0.1, 0.2, 0.1], [0.5, 0.0, 0.3], [-0.7, 0.3, 0.0], [0.1, 0.4, -0.9], [0.1, 0.1, 0.4], [0.3, -0.6, -1.1], [1.0, -0.2, -0.1], [-0.3, 0.2, 0.2], [0.5, 0.7, 0.4], [-0.5, 0.2, 1.1], [0.0, 0.0, 0.5], [1.1, -0.6, -0.8], [-0.3, -0.8, 1.0], [-0.5, -0.6, -0.3], [-0.3, -0.2, 0.5], [0.0, 0.3, -0.3], [-0.2, -0.4, -0.2], [0.2, -0.2, -0.2], [0.0, -0.1, -0.1], [0.2, 0.3, 0.2], [-0.5, 0.6, -0.8], [0.2, -0.4, 0.1], [-0.2, 0.5, 0.6], [0.0, -0.5, -0.2], [-0.1, -0.1, 0.2], [-0.2, -0.5, 0.2], [1.2, 0.3, 0.1], [-0.3, 0.1, -0.7], [-0.1, 0.0, 0.2], [-0.2, -0.7, 0.0], [0.0, -0.2, 0.0], [0.3, -0.4, 0.6], [-0.3, -1.2, 0.2], [0.2, -0.2, 0.7], [-0.2, -0.2, 0.4], [-0.8, 0.6, 0.7], [1.3, -0.2, -0.1], [0.2, 0.2, 0.2], [1.3, -1.6, -2.5], [-3.8, 1.0, 3.2], [2.2, 2.0, 1.6], [-1.7, -1.5, -1.2], [2.1, 1.2, 0.7], [-1.4, -0.7, -0.4], [0.5, -0.2, 1.4], [0.5, 0.2, -2.2], [1.0, 2.2, 0.3], [0.1, -3.7, -2.0], [-0.6, 0.9, 1.7], [-0.6, 0.2, 1.6], [-0.8, 2.1, -0.6], [0.1, -0.6, 0.1], [-1.2, -0.7, 0.2], [0.5, 0.2, -0.3], [0.2, -0.2, 0.4], [0.0, -1.0, -0.6], [0.6, 1.0, -0.5], [0.5, 0.4, 0.1], [-0.2, 0.5, -0.1], [0.3, -0.4, -1.6]],
  "charge": -2,
  "homo_lumo_gap_ev": 3.5,
  "lumo_ev": 3.5298,
  "de_lowest_ev": 5.313
}



# 2
{
  "formula": "C31H53BrCaNP3",
  "method": "wB97M-V/def2-TZVPD",
  "symbols": ["C", "C", "C", "C", "N", "C", "C", "C", "C", "C", "C", "C", "C", "C", "Ca", "P", "H", "H", "H", "H", "H", "H", "H", "H", "C", "C", "H", "H", "H", "H", "H", "C", "C", "H", "H", "H", "H", "H", "C", "C", "H", "H", "H", "H", "H", "Br", "P", "C", "C", "H", "H", "H", "H", "H", "C", "C", "H", "H", "H", "H", "H", "C", "C", "H", "H", "H", "H", "H", "C", "C", "P", "C", "C", "C", "C", "H", "H", "H", "H", "H", "H", "H", "H", "H", "H", "H", "H", "H", "H", "H"],
  "xyz": [[7.016, 1.681, 0.438], [5.846, 2.433, 0.252], [5.845, 3.568, -0.574], [7.006, 3.811, -1.321], [8.102, 3.075, -1.184], [8.115, 2.036, -0.356], [4.555, 1.972, 0.670], [3.586, 1.205, 0.372], [2.422, 0.571, -0.146], [2.356, -0.828, -0.290], [1.240, -1.400, -0.878], [0.098, -0.588, -1.143], [0.187, 0.815, -1.093], [1.380, 1.387, -0.685], [2.611, 2.779, 1.605], [-1.334, -1.292, -2.039], [4.943, 4.168, -0.692], [7.057, 0.827, 1.112], [7.014, 4.648, -2.012], [9.037, 1.463, -0.292], [1.541, 2.479, -0.802], [3.146, -1.443, 0.156], [-0.687, 1.442, -1.344], [1.258, -2.489, -1.038], [-2.818, -1.258, -1.014], [-4.146, -1.246, -1.792], [-2.726, -0.377, -0.361], [-2.731, -2.133, -0.347], [-4.896, -1.809, -1.217], [-4.526, -0.220, -1.913], [-4.061, -1.693, -2.793], [-1.503, -0.269, -3.533], [-0.194, -0.163, -4.344], [-1.836, 0.732, -3.203], [-2.316, -0.672, -4.163], [-0.241, 0.719, -5.002], [0.673, -0.048, -3.682], [-0.027, -1.063, -4.960], [-0.878, -2.971, -2.523], [-1.838, -3.700, -3.475], [-0.777, -3.541, -1.584], [0.128, -2.878, -2.970], [-1.410, -4.685, -3.705], [-2.836, -3.867, -3.044], [-1.963, -3.164, -4.424], [-0.596, -0.418, 1.696], [-2.606, 4.067, 0.305], [-2.937, 2.966, -1.145], [-4.185, 3.364, -1.947], [-3.033, 1.932, -0.778], [-2.052, 3.005, -1.794], [-4.243, 2.782, -2.878], [-5.116, 3.177, -1.394], [-4.151, 4.428, -2.217], [-2.947, 2.963, 1.738], [-3.805, 3.745, 2.741], [-1.998, 2.635, 2.180], [-3.471, 2.068, 1.376], [-4.198, 3.092, 3.526], [-3.223, 4.538, 3.221], [-4.650, 4.217, 2.227], [-0.795, 4.301, 0.284], [-0.468, 5.556, -0.530], [-0.328, 3.400, -0.134], [-0.475, 4.404, 1.332], [0.586, 5.831, -0.429], [-0.658, 5.421, -1.603], [-1.071, 6.410, -0.188], [1.696, -1.494, 4.151], [1.622, -2.687, 3.209], [-0.016, -2.871, 2.397], [0.338, -4.329, 1.312], [0.909, -5.559, 2.030], [-1.010, -3.625, 3.753], [-2.235, -4.403, 3.299], [2.699, -1.056, 4.109], [1.534, -1.797, 5.187], [0.942, -0.754, 3.905], [2.356, -2.599, 2.394], [1.859, -3.621, 3.746], [-0.608, -4.584, 0.806], [1.043, -3.977, 0.542], [0.226, -5.973, 2.782], [1.093, -6.349, 1.291], [1.871, -5.352, 2.513], [-0.351, -4.269, 4.348], [-1.298, -2.788, 4.400], [-1.995, -5.181, 2.573], [-2.708, -4.889, 4.156], [-2.966, -3.739, 2.844]],
  "forces_ev_per_a": [[0.0, 0.4, -0.6], [0.5, 0.0, -0.6], [0.8, -0.5, -0.2], [-0.7, 0.1, 0.9], [0.3, 0.0, -0.6], [-0.6, 0.2, 0.8], [-1.1, -1.0, 0.4], [0.9, -0.2, -0.9], [0.9, 0.7, -0.6], [-0.6, -0.5, 0.6], [-0.2, 0.4, 0.4], [0.4, -0.5, -1.6], [0.0, -0.3, 0.1], [0.1, 0.3, 0.3], [-1.4, 0.7, 1.1], [0.7, 0.4, 0.1], [0.2, -0.1, -0.1], [-0.1, 0.2, -0.2], [0.3, -0.1, 0.0], [-0.1, 0.1, -0.1], [-0.2, -0.6, 0.0], [-0.2, 0.2, -0.6], [0.7, -0.4, 0.0], [-0.3, 0.7, 0.0], [0.0, 0.0, 0.2], [-0.3, 0.0, 0.0], [0.0, -0.3, -0.1], [0.0, 0.3, -0.2], [0.2, 0.2, -0.3], [0.2, -0.4, 0.0], [-0.1, 0.0, 0.3], [-0.3, 0.2, -0.2], [0.0, -0.1, -0.1], [0.1, -0.4, 0.0], [0.3, 0.1, 0.3], [0.0, -0.4, 0.2], [-0.1, 0.1, -0.2], [-0.1, 0.4, 0.2], [0.1, -0.2, 0.1], [-0.1, -0.1, -0.1], [0.1, 0.2, -0.2], [-0.4, -0.1, 0.1], [-0.2, 0.3, 0.0], [0.4, 0.1, 0.0], [0.1, -0.1, 0.2], [-0.4, 0.6, 0.9], [-1.1, 0.5, 0.0], [0.2, -0.3, -0.2], [0.0, 0.0, -0.2], [0.1, 0.1, -0.1], [-0.1, 0.0, -0.1], [0.0, 0.1, 0.2], [0.3, 0.1, 0.0], [-0.1, -0.3, 0.1], [0.1, 0.0, 0.1], [0.0, -0.2, 0.2], [-0.2, -0.1, 0.0], [0.1, 0.2, 0.2], [0.1, 0.1, -0.1], [-0.1, -0.1, -0.1], [0.1, -0.1, 0.2], [0.3, -0.3, -0.2], [0.3, 0.2, 0.0], [0.2, 0.1, 0.1], [-0.1, 0.1, -0.1], [0.0, 0.1, -0.1], [-0.1, 0.0, 0.3], [0.2, -0.3, -0.1], [0.4, 0.0, 0.4], [0.1, 0.0, -0.3], [0.6, -1.7, 0.6], [-0.2, 0.1, -0.3], [0.1, -0.2, -0.1], [0.0, 0.4, 0.2], [-0.2, 0.1, 0.0], [-0.2, 0.1, 0.1], [0.0, 0.0, -0.1], [0.1, 0.3, 0.0], [-0.2, 0.0, 0.2], [-0.2, 0.3, -0.3], [0.3, 0.0, 0.1], [-0.2, -0.2, 0.2], [0.1, 0.2, -0.2], [-0.1, 0.1, 0.2], [-0.2, 0.0, -0.1], [0.1, 0.2, -0.2], [0.0, -0.1, 0.0], [0.1, 0.0, 0.1], [0.0, 0.1, -0.1], [-0.1, 0.0, 0.0]],
  "charge": 2,
  "homo_lumo_gap_ev": [5.3, 5.5],
  "lumo_ev": [-6.4030, -6.5583]
}



Which DFT total energy belongs to each record? In order, -5742.31680; -5542.81811 a.u..